[1]
# C43H36FN6O7Ru

A molecular structure, C43H36FN6O7Ru (the ωB97M-V functional and the def2-TZVPD basis, OMol25).

CARTESIAN COORDINATES (ANGSTROEM)
C  2.7082  3.2737  2.7232
H  0.9116  4.1531  -0.0007
C  4.6445  1.0680  3.4937
C  -2.3886  -0.0148  -4.2189
H  2.6817  1.9907  -1.0849
H  -2.0014  -3.9654  -1.9589
H  -2.2088  -0.0189  -5.2870
H  -0.6789  -4.2978  -3.9985
O  -1.3411  -2.1932  -0.0113
C  1.4389  -0.9560  0.6140
C  -1.3985  0.3805  -3.3140
C  -1.1065  -3.3817  -2.1149
C  3.9069  1.6928  -4.7299
C  2.0957  1.4992  -3.0889
C  2.5615  1.3936  -4.4194
H  3.8858  -4.6468  4.1466
C  2.6488  1.9038  2.5674
H  -0.3262  0.3267  -5.8107
H  2.0933  -1.2969  -2.6995
H  -2.3736  -3.9636  0.3023
C  -3.6306  -0.3986  -3.7496
C  -3.8821  -0.3815  -2.3764
H  -3.2960  -2.6753  -0.5280
H  5.0180  2.0547  3.7749
H  2.3157  -3.9012  5.9084
C  -4.1279  1.5218  2.6705
N  -4.0011  2.2346  1.4941
H  2.1131  5.1558  1.8837
H  1.2934  -2.9344  0.2706
C  3.0208  1.9033  -2.1024
C  1.2053  -1.8985  -2.5445
H  5.8067  2.3117  -3.9973
H  -5.2902  0.0993  3.5315
C  1.2980  2.1109  0.5396
O  -6.9330  -0.5245  1.7851
C  -2.8924  0.0186  -1.4915
C  2.8876  -3.5423  2.5999
O  3.2225  1.0386  3.4888
C  2.1814  -3.5723  4.8862
H  -1.5280  -0.1806  3.2935
H  -4.4031  -0.7025  -4.4441
C  4.7773  2.0831  -3.7552
N  1.6467  -2.2677  0.9387
H  3.2253  3.6966  3.5751
O  -0.0818  -1.5098  2.8630
C  -2.5478  -2.8849  0.2396
H  4.9985  2.4973  -1.6453
N  -5.1777  0.6196  2.6731
N  1.9840  -0.0754  1.4580
H  4.9733  0.3341  4.2263
C  4.3182  2.1864  -2.4281
O  -1.3468  2.9008  -0.5625
C  1.8324  -2.7086  2.2772
C  -2.8457  3.1078  1.3213
C  0.8030  -2.8398  -3.4871
H  3.5765  -3.8298  1.8156
C  1.1196  -2.7283  4.5830
H  -4.8595  -0.6729  -2.0071
C  -5.8409  1.1339  0.4696
O  -1.3197  1.3027  0.9232
H  -4.6286  2.5785  -0.4771
C  -0.3522  -3.5675  -3.2697
C  3.0612  -3.9914  3.9033
H  1.3875  -2.9931  -4.3841
H  -2.9039  -2.5218  1.1997
H  -0.2541  -0.2772  4.5248
Ru  -0.0551  1.1648  -0.7942
C  0.3784  0.6722  -5.0700
H  -1.4749  -1.5774  4.4080
C  0.4565  -1.6804  -1.4037
H  -2.4523  3.3385  2.3089
H  -3.1551  4.0213  0.8181
O  -3.4041  1.6686  3.6302
N  0.7829  1.1936  -2.7540
H  0.4423  -2.4127  5.3633
C  1.9551  1.3436  1.4919
C  0.9223  -2.3065  3.2740
C  1.6485  0.9729  -5.4164
H  -3.0998  0.0137  -0.4262
C  1.3977  3.4997  0.7161
C  -6.0829  0.3236  1.6549
H  5.0404  0.8075  2.5074
H  2.4377  -0.4746  2.2693
C  -4.8391  2.0126  0.4203
F  -6.6419  0.9364  -0.5817
C  -1.6228  0.4005  -1.9341
H  4.2308  1.6039  -5.7600
H  1.9840  0.8850  -6.4430
C  2.0788  4.0781  1.7789
N  0.7938  -0.6252  -0.4999
C  -0.0439  0.7754  -3.7183
C  -1.7702  2.4079  0.5147
C  -0.8794  -0.8568  3.8413
C  -0.7039  -2.4432  -1.1737

Values from the calculation:
Highest occupied orbital energy (alpha / beta) ... -7.59 / -7.59 eV
Spin multiplicity ... 2
Expectation value of S² ... 0.7554



[2]
# C43H36NP3PdS2

A molecular structure, C43H36NP3PdS2 (the ωB97M-V functional and the def2-TZVPD basis, OMol25).

CARTESIAN COORDINATES (ANGSTROEM)
C  9.3567  8.1885  12.5678
C  13.3044  17.8237  12.5256
C  13.1884  8.4333  7.5099
H  5.4248  6.5854  9.0016
S  13.1721  13.4200  10.5616
H  8.7402  7.0836  14.3459
C  7.8641  18.1436  7.7504
H  6.1674  16.3736  10.7871
C  11.9709  16.0619  11.5580
H  7.2106  16.1062  7.7381
H  12.0716  11.6986  13.1640
C  12.4779  15.2408  6.3849
C  13.1297  16.8462  11.5646
C  8.4630  8.8703  9.7809
C  6.2726  7.2285  9.2486
H  8.5605  20.1112  8.1026
C  11.1662  9.2575  9.2077
N  11.7691  11.0271  12.4584
C  5.4792  15.7347  12.6390
C  12.4768  9.1355  9.6420
C  7.3625  14.8028  11.5721
C  12.0810  15.6345  8.7088
H  12.0859  17.7301  9.2419
H  12.5158  14.5804  5.5226
C  11.2403  17.2505  13.5265
C  12.2364  17.0026  8.4580
H  7.1635  10.4795  9.5884
C  13.5175  8.7287  8.8243
H  4.5626  14.6444  14.1675
C  12.4511  17.4776  7.1807
H  10.1487  15.6476  12.5702
C  10.8920  8.9523  7.8768
C  5.4020  14.6925  13.5344
H  11.5102  10.3299  14.8873
C  12.6021  16.6100  6.1419
C  6.0518  8.5864  9.3848
C  6.4508  13.7664  13.5252
H  11.5845  8.3022  5.9759
C  10.0710  8.7202  14.7739
H  12.8945  16.9231  5.0850
P  11.6576  14.7655  10.3419
C  8.6439  7.4957  9.5258
C  10.9370  10.0087  12.8706
H  12.5417  18.8271  14.2807
H  5.0273  8.9839  9.3894
H  9.9591  9.1606  7.3944
C  6.3549  15.7095  11.6195
H  10.1298  8.4287  15.8196
P  9.8297  9.9772  10.3279
H  12.0141  13.6599  7.7584
C  12.3569  18.0231  13.5021
H  13.9854  16.5960  10.8880
H  8.3873  13.2327  12.5716
H  7.3863  18.3908  6.8020
H  14.2349  18.3742  12.5541
C  11.8985  8.5429  7.0326
H  8.8324  7.5709  11.8794
H  10.5690  17.4525  14.3295
C  9.0540  18.7679  9.7519
C  7.5770  6.7054  9.2338
C  8.3145  16.4981  9.4540
P  8.5226  14.7431  10.1089
S  7.5856  13.6787  8.6057
C  11.0174  16.2646  12.5164
C  7.7856  16.8366  8.2507
C  9.2801  7.9296  13.9403
C  10.0555  14.2900  10.4974
C  7.4995  13.8825  12.6277
H  6.5402  13.0005  14.3486
C  12.1833  14.7438  7.6196
H  11.4674  11.4438  11.5804
H  12.6876  9.4116  10.6930
H  14.5417  8.7877  9.1389
H  9.3933  17.2085  11.1906
C  10.8653  9.7310  14.2277
H  9.6518  7.0949  9.5915
C  8.5375  19.1019  8.5066
C  7.1896  9.3902  9.6154
H  12.4613  18.5588  7.0884
H  13.9632  8.0641  6.8280
H  7.7040  5.6306  9.0186
C  10.1069  9.2053  12.0478
H  4.7433  16.5378  12.6908
H  9.5789  19.5819  10.3547
Pd  9.2799  12.0973  10.1421
C  8.9475  17.4714  10.1961

Values from the calculation:
Highest occupied orbital energy ... -0.73 eV
Spin multiplicity ... 1
Charge ... -2



[3]
# C43H37BrCl5N10O5S2Ta

A molecular structure, C43H37BrCl5N10O5S2Ta (the ωB97M-V functional and the def2-TZVPD basis, OMol25).

CARTESIAN COORDINATES (ANGSTROEM)
C  0.0501  -3.4069  4.1610
C  -0.7263  4.1550  1.6479
N  -0.4964  2.0519  0.4525
H  5.6644  3.3078  -1.2956
C  -5.2183  2.6054  0.4472
H  -1.3546  -6.9085  -0.6893
C  -4.3716  -5.3505  -0.5433
C  2.7573  1.5552  -1.2411
C  2.8785  5.9845  1.6920
C  -2.1136  -2.3532  0.0090
N  -2.4912  -0.1388  0.3079
H  3.6465  5.2726  1.9622
H  1.9603  1.2050  -1.8895
C  -2.0893  -6.1136  -0.6183
C  2.1646  7.8780  0.3801
C  -5.9629  1.4304  1.0336
H  -5.4338  -5.5577  -0.5858
H  -5.4985  3.5556  0.9027
C  -0.4504  -4.7431  -3.7579
C  0.9410  7.8501  1.0293
C  0.6660  6.8841  1.9857
C  3.6993  1.7131  0.9663
S  -3.4685  2.3485  0.7978
Br  4.8375  7.0624  -0.0825
Cl  -1.2395  -4.1113  5.0653
H  -0.3127  -6.7070  -3.2317
C  0.8032  -1.7881  2.4515
H  -5.9404  1.4587  2.1221
C  -0.6086  2.7568  1.6083
C  -0.4910  4.1004  -0.7469
H  1.4979  -3.7756  -5.9383
C  1.6377  5.9475  2.3164
C  -2.5621  -3.7596  -0.2435
C  2.0516  -2.2531  -4.5149
S  -5.1391  -0.0752  0.4618
C  -0.6788  4.8192  0.3976
O  -0.2959  -4.6535  -0.3160
H  1.3566  -1.4868  -4.8714
C  4.7654  2.4327  0.4521
N  -2.9980  -1.4271  0.0233
O  -0.5273  0.6487  2.6292
H  2.2374  -2.7454  -0.3374
N  0.1220  -3.7193  -4.3488
H  -0.2292  -2.8128  -3.9810
O  -0.2015  -0.2944  -1.4162
C  1.4841  -3.6361  -4.8564
H  3.1192  -2.7614  -2.7386
H  -1.2161  1.9330  4.8323
H  -1.9318  -5.2278  -2.4445
H  0.1863  8.5984  0.8153
H  3.8686  2.5055  -2.8062
C  1.2025  -2.1525  -2.0248
H  -4.6237  -3.2474  -0.1805
H  -0.1392  -3.7216  -0.0282
C  -1.2461  3.9392  3.9884
C  -0.4079  2.6948  -0.6841
H  2.2513  -1.1412  -0.5946
C  2.3581  -2.0331  -3.0365
N  -1.2626  6.1531  3.1562
H  5.5524  2.7676  1.1175
C  -0.1931  -2.4029  3.2300
H  2.1012  -4.4237  -4.4115
C  1.3512  -3.8466  4.3516
C  -0.7102  1.9450  2.7722
H  -0.8152  5.8915  0.3460
H  0.9587  -6.1358  -4.2381
N  1.6151  0.5432  0.6502
Cl  3.9978  -3.8069  3.8998
N  1.6672  -1.9704  -0.6569
H  3.6438  1.4719  2.0215
C  -3.4454  -6.3776  -0.7025
Ta  0.0461  -0.3013  0.8996
C  -3.5137  0.6210  0.5122
O  -0.6027  -1.2332  -3.3589
H  -1.8096  -3.5713  -2.8579
H  1.4422  5.2070  3.0820
H  2.9740  -2.1270  -5.0852
H  2.3811  8.6385  -0.3574
H  -0.4439  4.5927  -1.7095
N  -1.5967  -4.5345  -3.0914
O  -0.8404  -2.1910  0.2435
C  2.1067  -2.2356  2.7105
C  -1.0651  2.5449  3.9521
C  4.8369  2.7300  -0.9050
C  -1.0176  4.7536  2.9071
H  -1.5571  4.4192  4.9101
C  3.8264  2.2855  -1.7459
C  -1.6349  -4.8148  -0.3823
H  -0.3378  2.0857  -1.5788
H  -5.3554  2.6628  -0.6318
C  0.0489  -1.1610  -2.2857
N  0.0586  -5.9838  -3.8220
H  -3.7829  -7.3944  -0.8715
Cl  1.6821  -5.1102  5.4767
C  2.6732  1.2693  0.1275
C  -3.9222  -4.0625  -0.3086
C  2.3816  -3.2556  3.6321
Cl  3.5081  -1.5501  1.9183
H  0.7833  -3.1602  -2.0898
H  2.8142  -1.0461  -2.9034
C  3.1307  6.9509  0.7294
H  -6.9983  1.3926  0.6929
Cl  -1.8510  -1.8986  3.0415
N  -0.5686  7.0773  2.7181

Values from the calculation:
Highest occupied orbital energy ... -7.29 eV
Spin multiplicity ... 1



[4]
# C43H37N6O5STi

A molecular structure, C43H37N6O5STi (the ωB97M-V functional and the def2-TZVPD basis, OMol25).

CARTESIAN COORDINATES (ANGSTROEM)
H  -4.4201  2.7273  3.5814
H  -0.0675  -3.7848  0.3094
C  2.8575  -2.8088  2.6392
H  3.8465  -3.7958  4.2853
H  -4.0127  -4.5878  1.8195
H  3.2447  -3.2477  1.7233
H  4.5944  1.1437  0.7586
C  -2.6343  2.0189  -4.6910
C  -2.8097  1.6518  2.7338
C  -4.3615  -0.2005  -0.2604
C  -3.0575  -0.6389  -0.3719
H  -2.8701  0.8068  3.4074
C  -2.8830  2.6588  -3.5144
C  2.8115  -2.5329  -2.5310
H  3.2587  -0.6438  -3.5446
H  3.8744  -2.6148  -2.3054
C  -2.0149  -4.3685  1.0977
H  2.0890  4.1210  -3.8043
H  -1.2825  -3.0237  -4.4401
H  -5.2525  4.8627  2.7388
C  -5.0206  -2.1632  1.0061
H  -3.2919  6.7679  -0.5533
C  -3.2925  -3.9414  1.3312
N  1.2242  -1.1952  -1.3712
H  -5.0779  6.7625  1.1692
H  -4.6513  0.7318  -0.7278
H  1.3512  -1.1081  4.3067
S  1.1052  -2.4602  2.4014
H  3.6467  -0.0598  1.6593
H  -5.7711  -2.7504  1.5189
C  0.9640  -2.1192  4.1720
H  4.2983  3.1405  -3.3021
H  2.5805  -4.7432  3.5344
H  -2.7414  2.5288  -5.6410
C  -1.9667  -0.0568  -5.8715
H  1.1887  -3.9973  5.2409
O  2.1339  -3.0000  -0.2527
C  -2.7106  1.9878  -2.2837
C  -4.4794  4.8806  1.9798
C  -3.6535  2.7006  2.8152
O  2.5692  0.9797  0.3365
C  1.2831  2.3158  -1.0651
C  -2.0923  -0.0259  -3.4576
C  -2.5689  3.7995  0.9228
H  -6.3312  -0.5690  0.5078
C  2.8508  -3.7348  3.8483
C  3.8030  0.3934  0.6862
H  4.5924  1.6441  -1.3752
N  -1.4225  -2.2761  0.1224
O  -1.0661  0.5289  1.6726
H  -1.6939  -5.3618  1.3797
H  -1.7118  4.8980  -0.7158
C  -4.3828  5.9359  1.1080
H  -2.0501  0.4500  -6.8258
C  3.4496  2.9184  -2.6682
C  1.1260  3.1629  -2.1436
C  -3.7013  -2.6609  0.8919
C  -1.0925  -3.4899  0.4917
N  -2.0278  0.0012  -1.0272
H  2.4924  -3.4951  -2.9344
H  4.0941  -0.3773  -0.0349
C  -2.2965  0.6847  -2.2309
C  -5.3229  -0.9578  0.4359
C  2.4402  -1.3557  -3.4211
C  -2.7227  -1.8838  0.2491
C  -1.6083  -1.3683  -5.7938
N  -1.7627  -1.3434  -3.3965
C  -1.8165  1.5672  1.6988
H  -1.3927  -1.9530  -6.6778
C  -2.4857  4.8917  0.0392
C  1.3471  -0.6542  -2.6322
C  2.2140  3.4735  -2.9476
C  -3.5805  3.8021  1.9026
H  -3.2048  3.6929  -3.5087
H  2.3122  -2.7499  5.7307
C  -3.3735  5.9360  0.1347
H  3.3544  -1.8604  2.8465
C  3.6198  2.0664  -1.5805
O  0.9292  -1.1345  1.7197
Ti  -0.2793  -0.2430  -0.0151
H  -0.0870  -2.1310  4.4511
C  1.8143  -3.1885  4.8672
N  -0.5894  2.8439  0.0217
O  0.6743  0.2710  -3.0388
C  2.0289  -2.2832  -1.2439
H  0.1333  3.5287  -2.3700
C  2.5342  1.7753  -0.7659
C  -2.2362  0.6600  -4.6839
C  -1.6766  2.6661  0.8286
H  2.0799  -1.6214  -4.4132
C  -1.5361  -1.9697  -4.5180
N  0.1676  1.8850  -0.2811
H  -2.8949  2.5169  -1.3569

Values from the calculation:
Highest occupied orbital energy (alpha / beta) ... -7.07 / -7.21 eV
Spin multiplicity ... 2
Expectation value of S² ... 0.7533



Respective energy above the lowest of the compared OMol25 structures with the same formula, charge and spin values: 0.0 3.9 2.2 15.3 kcal per mole.
Respective maximum force values: 0.439 2.851 2.149 0.744 eV Å⁻¹.